DFT (ωB97M-V/def2-TZVPD) results for C4H7CrO2 as an isolated structure in a non-equilibrium geometry.

Its total charge is +1. Its HOMO energy (spin up / spin down) is -12.9 / -13.1 eV. The value obtained for the LUMO energy (spin up / spin down) is -0.208 / -0.192 Eh. The spin multiplicity is 5. The gap between HOMO and LUMO (spin up / spin down) is 7.28 / 7.89 eV. The calculation puts the energy above the lowest of the compared OMol25 structures with the same formula, charge and spin at 52.2 kcal per mole. As for the total energy: -36766.5085 eV.

Each line ends with the natural charge from an NBO analysis.
CARTESIAN COORDINATES (ANGSTROEM)
Cr: -0.7983 -0.6398 1.5582  1.444
O: 0.1873 0.9407 1.1002  -0.712
O: -0.4020 -2.5418 1.0248  -0.798
C: 0.3412 -0.0076 -1.1249  -0.427
C: 0.3923 1.1040 -0.1524  0.383
C: 0.7179 -2.4940 0.3105  -0.009
C: 0.4297 -1.4670 -1.1977  -0.531
H: -0.4318 -1.8953 -1.7271  0.254
H: 1.0520 -3.4726 -0.0857  0.214
H: 1.4837 -1.8880 0.8434  0.139
H: 1.3136 -1.7771 -1.7706  0.257
H: -0.8189 0.5632 -1.0553  0.265
H: 1.0631 1.9416 -0.4112  0.241
H: 0.9066 0.3667 -1.9931  0.279


DFT (ωB97M-V/def2-TZVPD) results for a 3-piece molecular cluster, C3H11NO2S overall in a non-equilibrium geometry.

Its total charge is 0. Its HOMO energy is -9.1 eV. The value obtained for the LUMO energy is -0.153 Eh. The gap between HOMO and LUMO is 4.97 eV. The calculation puts the energy above the lowest of the compared OMol25 structures with the same formula, charge and spin at 139.4 kcal per mole. As for the total energy: -19703.4831 eV.

Each line ends with the natural charge from an NBO analysis.
CARTESIAN COORDINATES (ANGSTROEM)
S: 1.4976 -1.7511 0.6556  0.061
O: 0.4801 0.3785 2.6104  -0.969
O: -1.6819 0.2360 -1.0889  -0.479
N: 0.6794 1.3762 -1.7894  -0.795
C: 0.6521 0.5306 -0.5493  -0.018
C: 1.1566 -0.8345 -0.8248  -0.632
C: -0.8964 0.3427 -0.0669  -0.044
H: -3.2009 -2.0834 0.7494  -0.009
H: -3.1463 -1.7225 0.1046  0.007
H: 0.4744 -1.3985 -1.4617  0.261
H: -0.8285 -0.5428 0.6465  0.240
H: 0.9174 -0.3762 2.1526  0.460
H: -1.1123 1.2087 0.5951  0.156
H: -0.2775 1.2423 -2.1128  0.382
H: 2.0814 -0.7399 -1.4266  0.317
H: 1.1961 0.7105 3.1584  0.468
H: 0.7683 2.3483 -1.5172  0.364
H: 1.2406 1.0752 0.1648  0.229


DFT (ωB97M-V/def2-TZVPD) results for one molecule with the formula C25H27N3O2.

Its total charge is 0. Its SMILES is O=C(CN1CCC(NC(=O)Cc2ccccc2)CC1)Nc1cccc2ccccc12. Its HOMO energy is -7.6 eV. The value obtained for the LUMO energy is 0.021 Eh. The gap between HOMO and LUMO is 8.17 eV. The calculation puts the energy above the lowest of the compared OMol25 structures with the same formula, charge and spin at 0.0 kcal per mole. As for the total energy: -34930.5559 eV.

Each line ends with the natural charge from an NBO analysis.
CARTESIAN COORDINATES (ANGSTROEM)
O: -4.4926 -2.4769 1.2743  -0.608
O: 1.3463 0.5772 -1.6712  -0.640
N: 2.6325 -1.0502 -0.7543  -0.623
N: -1.2469 -2.5788 -0.1869  -0.466
N: -3.2659 -0.9518 0.0740  -0.628
C: -2.5175 -3.2114 0.1054  -0.306
C: -1.4180 2.6245 -1.2680  -0.198
C: -3.2817 3.8855 -0.4515  -0.170
C: 4.4652 1.0538 -0.2078  0.075
C: 0.7341 -2.3899 -1.5724  -0.422
C: 5.6633 0.3801 -0.0057  -0.266
C: -5.1588 2.7432 0.6441  -0.198
C: 2.4292 0.1575 -1.3241  0.698
C: 5.7748 1.1996 2.2460  -0.222
C: 0.6527 -1.3259 0.6863  -0.416
C: -5.7491 1.5925 1.0834  -0.198
C: -3.2549 1.4544 -0.2035  -0.010
C: 1.5691 -1.9633 -0.3626  -0.040
C: -2.0009 1.4596 -0.8512  -0.219
C: -0.5012 -2.2647 1.0200  -0.225
C: 6.3168 0.4556 1.2129  -0.201
C: 3.9274 1.7975 0.8374  -0.248
C: -5.1234 0.3550 0.8981  -0.246
C: -3.5513 -2.1763 0.5732  0.674
C: -0.4112 -3.2958 -1.1299  -0.209
C: -2.0632 3.8522 -1.0680  -0.222
C: -3.9026 0.2726 0.2689  0.158
C: 4.5776 1.8704 2.0552  -0.184
C: 3.7220 0.9531 -1.5084  -0.540
C: -3.9060 2.7023 -0.0025  -0.079
H: -1.0167 -3.5659 -1.9982  0.207
H: 4.3320 0.4563 -2.2657  0.229
H: -5.5961 -0.5451 1.2540  0.251
H: 6.2840 1.2584 3.1963  0.216
H: 0.2610 -0.3931 0.2814  0.230
H: -5.6383 3.7010 0.7861  0.207
H: -1.1755 -1.7814 1.7308  0.215
H: -0.0045 -4.2253 -0.6915  0.161
H: -6.7077 1.6233 1.5798  0.213
H: 2.9926 2.3182 0.6882  0.220
H: -2.4503 -4.0049 0.8650  0.201
H: 6.0960 -0.1991 -0.8105  0.210
H: 0.3276 -1.4963 -2.0448  0.238
H: -2.3948 -0.9374 -0.4494  0.431
H: 7.2511 -0.0678 1.3539  0.215
H: -2.9138 -3.6615 -0.8098  0.223
H: -1.5933 4.7652 -1.4040  0.212
H: 2.0529 -2.8475 0.0688  0.198
H: -0.1090 -3.1832 1.4937  0.166
H: 4.1503 2.4524 2.8583  0.215
H: -0.4536 2.5874 -1.7509  0.230
H: -3.7921 4.8252 -0.2926  0.208
H: 1.2206 -1.0972 1.5901  0.214
H: -1.4637 0.5412 -1.0360  0.203
H: 3.5644 -1.2570 -0.4318  0.405
H: 3.4474 1.9427 -1.8765  0.244
H: 1.3637 -2.9104 -2.2958  0.211


- Look up the total charge of the first one.
  +1